Version a
Molecular formula: C20H34N4O2
Method: DFT, the ωB97M-V functional and the def2-TZVPD basis

CARTESIAN COORDINATES (ANGSTROEM)
C: -2.9955 -1.5635 2.4581
H: -2.0424 -1.1037 1.8840
H: -2.8761 -1.2195 3.4036
H: -2.8949 -2.6742 2.2510
C: -4.3192 -1.2546 1.5849
N: -4.3748 -1.3485 0.3549
C: -4.5426 -2.7692 0.0371
C: -5.0474 -2.5331 -1.6617
H: -5.5804 -3.4461 -1.9375
H: -4.1929 -2.3820 -2.2619
C: -6.0352 -1.1657 -1.4064
H: -6.2948 -0.8001 -2.4856
H: -6.8961 -1.8639 -1.0881
C: -5.2086 -0.3332 -0.4366
C: -4.4029 0.5955 -1.3803
N: -3.6053 1.3062 -0.2257
C: -3.4917 2.5118 -0.1931
O: -4.2464 3.3616 -0.8468
C: -2.4556 3.3142 0.7491
C: -1.1526 3.2993 0.4045
C: -0.5257 1.9137 0.1827
N: -1.0499 0.9022 0.9097
N: 0.0016 -0.0267 0.5889
C: 0.9280 0.4838 0.1022
O: 0.7461 1.9244 -0.5110
C: 2.3520 -0.1490 -0.5140
H: 2.4487 -0.1043 -1.5540
H: 2.2150 -1.0910 -0.4331
C: 3.3457 0.3162 0.4691
H: 3.5430 1.3950 0.2986
H: 3.1974 0.2691 1.3560
C: 4.7361 -0.3318 -0.0999
C: 5.8382 0.1118 1.1054
C: 7.1310 -0.7127 0.7722
C: 7.6234 -0.2482 -0.5836
C: 6.6716 -0.3564 -1.6124
C: 5.3105 0.1036 -1.5278
H: 4.5672 -0.1757 -1.8605
H: 5.3768 1.2277 -1.3777
H: 6.8669 -0.1216 -2.5409
H: 6.5872 -1.7215 -1.5040
H: 8.4695 -0.6011 -0.5579
H: 7.7266 0.8546 -0.5818
H: 7.8293 -0.4342 1.5834
H: 6.9376 -1.6098 0.7646
H: 5.6111 -0.2979 2.0605
H: 6.0122 1.0484 1.1379
H: 4.7658 -1.5408 0.0847
H: -0.4883 4.0022 0.8136
H: -1.2340 3.7324 -0.6755
H: -2.8498 4.2701 1.0095
H: -2.5781 2.6291 1.6557
H: -2.7290 0.8393 0.1248
H: -3.7136 0.0052 -1.8958
H: -4.9183 1.2690 -1.6391
H: -5.8829 0.2186 0.3875
H: -3.5028 -3.1982 -0.1750
H: -5.2226 -3.1958 0.5808
H: -4.4323 0.0868 1.9618
H: -5.0558 -1.6176 2.4907

For the HOMO energy, the calculation gives -8.25 eV. The gap between HOMO and LUMO comes out at 8.8 eV. Its lowest unoccupied orbital energy is 0.0204 Ha. Its molecular weight is 362.52 u.

Version b
Molecular formula: C20H34N4O2
Method: DFT, the ωB97M-V functional and the def2-TZVPD basis

CARTESIAN COORDINATES (ANGSTROEM)
C: 2.2767 -1.2480 0.6222
C: 1.4389 -2.5065 0.8073
N: 1.7738 -3.5157 -0.1718
C: 3.1435 -3.9969 -0.1025
C: 3.0949 -5.3564 -0.7856
C: 1.7653 -5.9087 -0.2824
C: 0.8692 -4.6607 -0.2242
C: -0.0218 -4.5601 -1.4753
N: -1.0180 -3.5219 -1.3689
C: -1.0892 -2.4767 -2.2162
O: -0.3307 -2.3160 -3.1488
C: -2.2628 -1.5343 -1.9535
C: -1.8319 -0.0891 -2.1931
C: -1.0723 0.4243 -1.0298
N: -1.1310 0.0172 0.1946
N: -0.2911 0.7952 0.9147
C: 0.2401 1.6413 0.0965
C: 1.2565 2.6767 0.3942
C: 0.9622 3.4244 1.6993
C: -0.0497 4.5645 1.5457
C: -0.1698 5.3266 2.8683
C: -1.1550 6.4853 2.7522
C: -2.5278 5.9732 2.3307
C: -2.4222 5.2221 1.0084
C: -1.4304 4.0666 1.1177
O: -0.2148 1.4616 -1.1666
H: 3.3194 -1.4254 0.8728
H: 2.2162 -0.9220 -0.4135
H: 1.8890 -0.4634 1.2672
H: 0.3871 -2.2417 0.6748
H: 1.5716 -2.8826 1.8412
H: 3.8111 -3.2992 -0.6112
H: 3.4820 -4.1073 0.9434
H: 3.9439 -5.9862 -0.5269
H: 3.0636 -5.2270 -1.8668
H: 1.3568 -6.6829 -0.9288
H: 1.8907 -6.3247 0.7185
H: 0.2151 -4.6940 0.6610
H: 0.5937 -4.3113 -2.3410
H: -0.5253 -5.5197 -1.6441
H: -1.6360 -3.5573 -0.5737
H: -3.0514 -1.7993 -2.6612
H: -2.6394 -1.6433 -0.9377
H: -2.7014 0.5542 -2.3563
H: -1.1959 -0.0415 -3.0808
H: 1.3104 3.3662 -0.4504
H: 2.2231 2.1717 0.4808
H: 0.5968 2.7042 2.4326
H: 1.8977 3.8453 2.0733
H: 0.3212 5.2581 0.7809
H: 0.8112 5.7051 3.1648
H: -0.5109 4.6386 3.6450
H: -1.2272 7.0064 3.7091
H: -0.7908 7.1994 2.0096
H: -3.2249 6.8079 2.2310
H: -2.9156 5.3012 3.0994
H: -3.4026 4.8387 0.7175
H: -2.0887 5.9113 0.2282
H: -1.3647 3.5670 0.1497
H: -1.7911 3.3375 1.8467

For the HOMO energy, the calculation gives -8.15 eV. The gap between HOMO and LUMO comes out at 9.0 eV. As for the SMILES: CCN1CCC[C@@H]1CNC(=O)CCc1nnc(CCC2CCCCC2)o1. Its lowest unoccupied orbital energy is 0.0325 Ha. Its molecular weight is 362.52 u.

Of them, the most stable is version b and the least stable is version a.

Version a
Molecular formula: C31H34BrN5O3SSeSr
Method: DFT, the ωB97M-V functional and the def2-TZVPD basis

CARTESIAN COORDINATES (ANGSTROEM)
Sr: 1.0873 -1.5701 -0.3466
O: 0.3647 -5.0560 2.6152
C: 0.2802 -3.9649 2.0409
O: 0.4252 -3.6698 0.8280
C: -0.0348 -2.7614 2.9563
C: -0.5799 -2.9951 4.2470
C: -0.8536 -1.9369 5.0522
C: -0.5482 -0.6267 4.6094
C: -0.7788 0.5297 5.3917
C: -0.4377 1.7642 4.9163
C: 0.1537 1.8950 3.6392
C: 0.3861 0.7962 2.8629
C: 0.0255 -0.4908 3.3274
N: 0.2449 -1.5642 2.5101
H: -0.7573 -4.0216 4.5345
H: -1.2925 -2.0745 6.0357
H: -1.2253 0.4172 6.3742
H: -0.6178 2.6473 5.5183
H: 0.4263 2.8763 3.2702
H: 0.8515 0.8761 1.8909
C: 1.0468 0.1003 -4.2675
C: -0.3739 -0.3195 -4.6368
C: -0.4699 -1.8444 -4.7592
C: -1.4524 0.2536 -3.7332
C: -2.2897 1.2306 -4.2534
C: -3.3865 1.7275 -3.5570
C: -3.6740 1.1596 -2.3208
C: -2.8634 0.1931 -1.7457
C: -3.3482 -0.4901 -0.4779
C: -3.8379 -1.9053 -0.8087
C: -2.3560 -0.5528 0.6877
C: -1.6618 -0.2265 -2.4006
O: -0.8312 -1.0264 -1.8160
H: 1.7647 -0.2824 -4.9976
H: 1.3484 -0.3156 -3.3056
H: 1.1289 1.1900 -4.2291
H: -0.5860 0.0913 -5.6329
H: -0.2334 -2.3182 -3.8087
H: 0.2383 -2.2099 -5.5083
H: -1.4785 -2.1464 -5.0549
H: -2.0829 1.6012 -5.2550
H: -4.0214 2.4955 -3.9834
H: -4.5671 1.4729 -1.7834
H: -4.2153 0.0919 -0.1401
H: -3.0070 -2.4893 -1.2095
H: -4.6360 -1.8780 -1.5546
H: -4.2116 -2.4125 0.0867
H: -1.6749 -1.3890 0.5398
H: -2.8860 -0.7244 1.6310
H: -1.7677 0.3629 0.7746
Br: 7.6431 -1.9159 2.4066
C: 5.8122 -1.4846 2.1059
C: 4.8272 -2.2927 2.6439
C: 3.5130 -1.9135 2.4195
N: 3.1623 -0.8392 1.7169
C: 4.1339 -0.1269 1.1523
C: 5.4867 -0.3871 1.3452
H: 5.0629 -3.1808 3.2114
H: 2.7034 -2.5085 2.8279
H: 3.8302 0.7106 0.5380
H: 6.2390 0.2193 0.8645
C: -1.3746 4.7775 0.0079
C: -1.4935 3.5970 -0.9577
C: -0.2316 2.8003 -1.0242
N: 0.0372 1.8293 -0.2336
N: 1.2689 1.2542 -0.4359
C: 1.9471 1.8180 -1.4132
N: 3.1693 1.4411 -1.7936
S: 1.0537 3.1361 -2.1533
H: -2.3056 5.3471 0.0476
H: -0.5724 5.4537 -0.2964
H: -1.1475 4.4142 1.0114
H: -1.7603 3.9394 -1.9591
H: -2.2824 2.9145 -0.6403
H: 3.3964 0.3293 -1.6935
H: 3.4598 1.7861 -2.6956
Se: 3.6877 -1.6284 -1.7560

For the HOMO energy, the calculation gives -0.30 eV. The gap between HOMO and LUMO comes out at 4.3 eV. Its lowest unoccupied orbital energy is 0.1454 Ha. Its molecular weight is 803.20 u. The charge is -2.

Version b
Molecular formula: C31H34BrN5O3SSeSr
Method: DFT, the ωB97M-V functional and the def2-TZVPD basis

CARTESIAN COORDINATES (ANGSTROEM)
Sr: 1.4524 -1.0145 -0.1378
O: -0.2000 -4.1569 -2.6267
C: 0.2987 -3.0615 -2.3818
O: 0.0923 -2.3359 -1.3399
C: 1.2394 -2.4404 -3.4170
C: 1.6250 -3.2037 -4.5491
C: 2.3904 -2.6125 -5.5042
C: 2.8165 -1.2723 -5.3312
C: 3.6154 -0.5831 -6.2804
C: 4.0080 0.7030 -6.0390
C: 3.6501 1.3475 -4.8301
C: 2.8786 0.7102 -3.8995
C: 2.4196 -0.6078 -4.1522
N: 1.6005 -1.1955 -3.2290
H: 1.2744 -4.2231 -4.6180
H: 2.6880 -3.1493 -6.3998
H: 3.9154 -1.0986 -7.1876
H: 4.6130 1.2295 -6.7690
H: 4.0164 2.3468 -4.6269
H: 2.6456 1.1445 -2.9326
C: -0.9146 -3.3627 1.5586
C: -0.8147 -3.1385 3.0692
C: 0.4585 -3.8034 3.6057
C: -0.8535 -1.6778 3.4950
C: -1.7755 -1.3056 4.4674
C: -1.7660 -0.0423 5.0462
C: -0.7680 0.8426 4.6512
C: 0.1681 0.5248 3.6740
C: 1.2770 1.5228 3.3932
C: 2.6611 0.9453 3.7077
C: 1.2521 2.0935 1.9660
C: 0.1045 -0.7341 3.0069
O: 0.9050 -1.0234 2.0154
H: -1.0461 -4.4226 1.3157
H: 0.0015 -3.0112 1.0936
H: -1.7515 -2.8033 1.1309
H: -1.6751 -3.6238 3.5399
H: 1.3364 -3.3146 3.1770
H: 0.4867 -4.8674 3.3428
H: 0.5145 -3.7138 4.6948
H: -2.5105 -2.0378 4.7937
H: -2.4830 0.2276 5.8121
H: -0.7037 1.8169 5.1293
H: 1.1001 2.3573 4.0784
H: 2.8850 0.1154 3.0380
H: 2.7078 0.5945 4.7438
H: 3.4340 1.7060 3.5597
H: 1.7643 1.4279 1.2660
H: 1.7840 3.0500 1.9332
H: 0.2213 2.2468 1.6289
Br: -0.6903 5.6358 -4.1487
C: -0.2303 4.0496 -3.2001
C: -0.5931 2.8221 -3.7155
C: -0.2369 1.7003 -2.9789
N: 0.4241 1.7596 -1.8284
C: 0.7733 2.9538 -1.3611
C: 0.4636 4.1429 -2.0123
H: -1.1285 2.7339 -4.6501
H: -0.4887 0.7051 -3.3370
H: 1.3369 2.9589 -0.4354
H: 0.7607 5.0974 -1.6028
C: -5.1141 1.6254 3.2578
C: -4.6437 2.2802 1.9561
C: -3.7653 1.3868 1.1343
N: -2.5497 1.6448 0.8125
N: -1.9592 0.6840 0.0123
C: -2.7584 -0.2992 -0.2624
N: -2.4661 -1.3208 -1.1188
S: -4.3337 -0.1336 0.4827
H: -5.7445 2.3119 3.8307
H: -4.2564 1.3395 3.8642
H: -5.6920 0.7199 3.0510
H: -4.0618 3.1777 2.1654
H: -5.5128 2.5676 1.3580
H: -1.4749 -1.5735 -1.2291
H: -3.0730 -2.1208 -1.0832
Se: 3.9753 0.0355 -0.6438

For the HOMO energy, the calculation gives 0.41 eV. The gap between HOMO and LUMO comes out at 3.2 eV. Its lowest unoccupied orbital energy is 0.1338 Ha. Its molecular weight is 803.20 u. The charge is -2.

Of them, the most stable is version a and the least stable is version b.